# 1
ORCA calculation (ωB97M-V with the def2-TZVPD basis set) on C80H68ClN12OTl as an isolated structure.

CARTESIAN COORDINATES (ANGSTROEM)
Tl1 -0.2291 0.0291 -0.2023
C1 4.6773 -4.8315 -4.5036
C2 5.0489 -3.5048 -4.3003
C3 4.2381 -2.6542 -3.5618
C4 3.0307 -3.0936 -2.9992
C5 2.6627 -4.4222 -3.2405
C6 3.4762 -5.2814 -3.9723
C7 2.1979 -2.1552 -2.2060
C8 1.8074 -2.4830 -0.9079
C9 1.9913 -3.8035 -0.2546
C10 1.3970 -3.7798 0.9390
C11 0.9358 -2.3795 1.1957
C12 0.7340 -1.2776 3.9831
C13 1.6875 -2.4139 4.3349
C14 3.0617 -2.2143 4.4378
C15 3.9023 -3.2383 4.8640
C16 3.3845 -4.4836 5.1917
C17 2.0136 -4.6988 5.0819
C18 1.1784 -3.6741 4.6561
C19 1.3316 0.0207 3.3455
N1 0.6540 0.6126 2.3209
C20 0.8695 1.9651 2.4024
C21 -0.2878 2.8107 1.7801
C22 -0.8393 4.1022 2.4383
C23 -0.0157 5.0504 3.0313
C24 -0.5205 6.1793 3.6632
C25 -1.8989 6.3565 3.7187
C26 -2.7468 5.4410 3.1193
C27 -2.2643 4.3191 2.4307
C28 -0.0396 3.1566 0.3336
C29 -0.1124 4.4182 -0.2711
C30 -0.0509 4.1956 -1.6464
C31 0.0686 2.8150 -1.8281
N2 0.1309 2.2055 -0.5979
C32 0.0621 2.1108 -3.0723
C33 0.6640 0.9019 -3.2874
C34 1.0067 0.3299 -4.5682
C35 1.7311 -0.7837 -4.3028
C36 1.7455 -0.9555 -2.8522
N3 1.1186 0.0700 -2.2687
C37 -0.5764 2.7945 -4.2481
C38 -1.8918 2.2146 -4.9004
C39 -1.9246 2.2670 -6.3697
C40 -0.9984 2.8832 -7.1226
C41 0.2027 3.4274 -6.5223
C42 0.4156 3.3226 -5.2027
C43 1.7869 2.2369 3.4188
C44 2.0795 0.9906 4.0289
N4 1.1564 -1.6891 -0.0547
H1 5.3150 -5.4996 -5.0708
H2 5.9835 -3.1359 -4.7104
H3 4.5375 -1.6250 -3.3949
H4 1.7088 -4.7764 -2.8634
H5 3.1611 -6.3054 -4.1453
H6 2.5192 -4.6377 -0.6948
H7 1.3522 -4.5686 1.6816
H8 3.4716 -1.2470 4.1647
H9 4.9706 -3.0617 4.9396
H10 4.0397 -5.2812 5.5224
H11 1.5979 -5.6697 5.3247
H12 0.1108 -3.8446 4.5599
H13 1.0547 4.8806 3.0055
H14 0.1513 6.8974 4.1193
H15 -2.3178 7.2181 4.2272
H16 -3.8230 5.5816 3.1710
H17 -4.0386 3.2974 2.3492
H18 -0.2311 5.3624 0.2401
H19 -0.0876 4.9415 -2.4317
H20 0.7581 0.7420 -5.5377
H21 2.1624 -1.4727 -5.0157
H22 -3.7477 1.5284 -4.1725
H23 -2.7391 1.7325 -6.8522
H24 -1.0950 2.8831 -8.2028
H25 0.9823 3.8168 -7.1676
H26 1.3927 3.5522 -4.7905
H27 2.1811 3.1981 3.7178
H28 2.7113 0.8425 4.8989
C45 -2.1835 4.8093 -4.8460
C46 -1.9506 3.5084 -4.1011
C47 -2.7529 3.4690 -2.8302
C48 -3.0906 2.5313 -1.9330
C49 -2.6537 1.1182 -1.7895
N5 -2.4858 0.5429 -0.5446
C50 -3.3358 0.9586 0.5975
C51 -4.7790 1.1646 0.1701
C52 -5.7922 1.1462 1.0753
C53 -5.6145 0.6533 2.3946
C54 -6.7152 0.7906 3.4204
C55 -4.4544 -0.1068 2.5818
C56 -3.4129 -0.1514 1.6811
N6 -2.2660 -0.9920 2.0224
C57 -1.7259 -1.0871 3.2539
C58 -0.4772 -1.6756 3.1582
C59 -0.3820 -2.0266 1.8256
N7 -1.4544 -1.5972 1.1240
C60 -2.3760 0.4816 -2.9767
C61 -2.7538 1.0941 -4.2927
N8 -1.8621 -0.8415 -3.0495
C62 -1.7560 -1.6525 -4.1369
C63 -1.2790 -2.8650 -3.6976
C64 -1.0925 -2.6955 -2.3143
N9 -1.4375 -1.4740 -1.9366
H29 -2.3735 5.6154 -4.1342
H30 -1.3375 5.0962 -5.4661
H31 -3.0566 4.7201 -5.4999
H32 -3.1478 4.4534 -2.5928
H33 -3.6737 2.9124 -1.1054
H34 -4.9950 1.2614 -0.8871
H35 -6.8017 1.3963 0.7425
H36 -6.8099 1.8182 3.8023
H37 -7.6962 0.5230 2.9951
H38 -6.5362 0.1519 4.2909
H39 -4.3976 -0.7500 3.4649
H40 -2.2243 -0.6608 4.1034
H41 0.3456 -0.9295 4.9457
H42 1.6716 -1.9829 1.9097
H43 -2.8515 0.3095 -5.0392
H44 -1.9970 -1.3382 -5.1375
H45 -1.0709 -3.7397 -4.2957
H46 -0.7377 -3.4000 -1.5734
C65 -5.0126 2.1217 8.4541
C66 -3.9575 2.6480 7.4727
C67 -2.7037 3.0180 8.2758
C68 -4.5254 3.9224 6.8287
C69 -3.6491 1.5881 6.3631
O1 -4.8208 1.4351 5.5797
C70 -3.2519 0.2175 6.9771
C71 -4.4041 -0.7615 7.2877
C72 -4.7457 -1.7370 6.1814
C73 -3.7976 -2.6351 5.6952
C74 -4.0915 -3.5137 4.6614
C75 -5.3600 -3.5009 4.1068
Cl1 -5.7301 -4.5611 2.7764
C76 -6.3320 -2.6423 4.5885
C77 -6.0194 -1.7753 5.6270
C78 -2.4868 2.1016 5.4772
N10 -2.7503 1.8823 4.0601
C79 -1.6835 1.8420 3.3647
N11 -1.5026 1.8989 1.9843
C80 -2.6135 2.3045 1.1489
N12 -3.2129 3.4839 1.7948
H47 -5.2531 2.9055 9.1802
H48 -4.6526 1.2523 9.0131
H49 -5.9342 1.8495 7.9294
H50 -2.9521 3.8267 8.9707
H51 -1.8846 3.3610 7.6382
H52 -2.3389 2.1757 8.8709
H53 -4.9167 4.5886 7.6066
H54 -5.3356 3.6664 6.1444
H55 -3.7678 4.4743 6.2638
H56 -4.5319 1.4481 4.6405
H57 -2.6916 0.4076 7.8949
H58 -2.5536 -0.2809 6.3000
H59 -5.3050 -0.2064 7.5400
H60 -4.1210 -1.3416 8.1715
H61 -2.7944 -2.6392 6.1162
H62 -3.3329 -4.1794 4.2683
H63 -7.3122 -2.6233 4.1272
H64 -6.7799 -1.0955 5.9951
H65 -1.5479 1.6396 5.8097
H66 -2.3688 3.1793 5.6085
H67 -0.7308 1.8542 3.8930
H68 -2.1777 2.7165 0.2572

Summary:
HOMO energy = -0.59 eV
Total charge = -2
Frontier orbital gap = 4.440 eV
Spin multiplicity = 1


# 2
ORCA calculation (ωB97M-V with the def2-TZVPD basis set) on the molecule C12H15N2O3 in a non-equilibrium geometry.

CARTESIAN COORDINATES (ANGSTROEM)
C1 -0.0281 -1.1352 0.0110
C2 0.7404 -0.6829 1.1672
C3 1.0038 0.7137 1.5962
O1 2.0253 1.2967 1.2194
C4 0.2340 -2.6219 -0.2392
C5 0.2654 -0.2601 -1.2126
C6 1.0280 -0.7237 -2.2931
C7 1.2626 0.0826 -3.4078
C8 0.7818 1.3900 -3.4447
C9 0.0575 1.8822 -2.3581
C10 -0.1741 1.0740 -1.2480
H1 1.3801 -1.4156 1.6634
N1 0.1040 1.2814 2.4192
C11 0.3171 2.5822 3.0107
H2 -0.0089 -3.2048 0.6577
H3 -0.3708 -2.9965 -1.0762
H4 1.2901 -2.8095 -0.4713
H5 1.5151 -1.6973 -2.2490
H6 1.8660 -0.3029 -4.2314
H7 0.9661 2.0212 -4.3153
H8 -0.3159 2.9076 -2.3645
H9 -0.7033 1.5033 -0.3959
H10 -0.6827 0.7164 2.7211
H11 -0.5011 2.7890 3.7085
H12 1.2720 2.6229 3.5552
H13 0.3293 3.3604 2.2351
C12 -1.8810 -1.0012 0.2977
H14 -2.0920 0.0491 0.5024
H15 -2.3447 -1.3604 -0.6223
N2 -2.3412 -1.8041 1.4209
O2 -2.8404 -2.8895 1.1954
O3 -2.1543 -1.3668 2.5485

Summary:
HOMO energy (spin up / spin down) = -8.51 / -9.44 eV
Total charge = 0
Expectation value of S² = 0.76
Frontier orbital gap (spin up / spin down) = 8.460 / 8.488 eV
Spin multiplicity = 2


# 3
ORCA calculation (ωB97M-V with the def2-TZVPD basis set) on a 3-piece molecular cluster, C2H12NO2S overall in a non-equilibrium geometry.

CARTESIAN COORDINATES (ANGSTROEM)
C1 -0.7856 -0.1305 -0.2986
C2 -2.1764 -0.2396 0.3418
S1 -2.7684 1.2813 1.1121
N1 0.2884 -0.2721 0.7446
H1 -0.6827 -0.8104 -1.1371
H2 -0.7174 0.8971 -0.6354
H3 -2.8701 -0.5989 -0.4205
H4 -2.2166 -1.0190 1.0885
H5 -2.8950 2.1511 0.0997
H6 0.9656 0.5181 0.6736
H7 -0.1591 -0.4552 1.6334
H8 0.9822 -1.0013 0.5457
H9 2.9568 -2.2438 -1.6800
H10 1.4633 -2.6914 -1.3701
O1 2.2153 -2.1730 -1.0744
H11 2.0452 2.5127 -0.6002
H12 2.3650 2.3982 0.8521
O2 1.9895 1.8767 0.1249

Summary:
HOMO energy = -12.96 eV
Total charge = +1
Frontier orbital gap = 9.972 eV
Spin multiplicity = 1


Across the entries above, energy relative to the best compared isomer or geometry (same formula, charge and spin) takes the values 0.0 16.3 13.1 kcal per mole, respectively.